{"formula": "C34H35N5O12Sr2", "method": "ωB97M-V/def2-TZVPD", "charge": 2, "relative_energy_kcal_mol": 56.3, "gap_ev": 3.66, "mol_weight_da": 880.917, "homo_energy_ha": -0.4588, "symbols": ["Sr", "Sr", "O", "O", "O", "O", "O", "O", "O", "O", "O", "O", "O", "O", "N", "N", "N", "N", "N", "C", "C", "C", "C", "C", "C", "C", "C", "C", "C", "C", "C", "C", "C", "C", "C", "C", "C", "C", "C", "C", "C", "C", "C", "C", "C", "C", "C", "C", "C", "C", "C", "C", "C", "H", "H", "H", "H", "H", "H", "H", "H", "H", "H", "H", "H", "H", "H", "H", "H", "H", "H", "H", "H", "H", "H", "H", "H", "H", "H", "H", "H", "H", "H", "H", "H", "H", "H", "H"], "positions_angstrom": [[2.86389, 1.54288, -2.51108], [3.01099, 3.98736, 0.30800], [2.33645, 1.37430, -0.04350], [3.50502, -3.18074, -2.40207], [-6.48188, 4.40635, -2.29946], [-4.80560, 5.72825, -2.78659], [0.48919, 0.67759, -2.94990], [-0.03868, -3.63402, 3.24911], [-6.36812, -1.80326, 1.90859], [1.10722, -1.86271, 3.79148], [-4.67057, -1.48060, 0.59908], [0.30291, -1.42238, -3.57045], [1.43143, 4.82881, 2.35346], [3.08180, -1.08859, -2.27339], [-5.17795, -1.69682, 1.72735], [-0.00536, -0.21228, -3.62044], [0.97446, -2.92842, 3.14358], [-5.32865, 4.66643, -2.39645], [3.74149, -2.05579, -1.97388], [-2.39910, 0.02825, -6.57743], [7.38056, -1.91834, -0.55748], [-4.60372, -2.09390, 4.19421], [-3.99465, 1.30832, -1.09301], [-4.47414, 3.60305, -1.82843], [4.10586, -4.40131, 0.75054], [-2.32663, 2.98345, -0.95262], [4.94530, -1.81616, -1.07433], [1.72871, -4.21012, 1.14304], [-1.90536, -1.09221, 3.81402], [7.18414, -1.16735, 0.57184], [-1.07080, 0.29975, -4.52304], [-2.88977, -1.16241, 2.75168], [-2.36081, -1.43317, 5.05545], [4.36151, -3.56762, 1.85206], [5.91797, -0.62460, 0.76902], [-2.64143, 1.64905, -0.86760], [0.26771, 4.43046, 3.00861], [-4.91372, 2.25787, -1.61814], [6.25078, -2.27424, -1.35349], [-4.22791, -1.67896, 2.89804], [-2.99920, 1.25899, -6.36760], [-1.42741, -0.45127, -5.68849], [4.82584, -0.96351, 0.00096], [-2.52909, 2.02375, -5.29177], [-1.58561, 1.53664, -4.35951], [1.99989, -3.36028, 2.23612], [-3.65586, -2.06099, 5.24725], [2.78947, -4.62841, 0.36468], [0.59947, 0.53269, 1.64515], [1.34192, 0.48061, 0.32796], [-1.05515, 4.45288, 2.30683], [-3.22860, 3.92949, -1.28353], [3.32309, -2.99876, 2.53773], [2.62067, -5.28526, -0.47582], [0.14240, 5.00707, 3.92508], [-0.91807, -1.36275, -5.96451], [0.74248, -4.43057, 0.76206], [3.86348, -0.56155, 0.28148], [4.97572, -4.79154, 0.24315], [-2.92948, 3.02534, -5.23815], [8.36186, -2.10039, -0.97016], [0.64607, 0.58329, -0.50472], [-2.79605, 4.90463, -1.45203], [3.49671, -2.45371, 3.45381], [-5.62016, -2.41199, 4.37333], [-2.53904, -0.77938, 1.80475], [-1.81242, 1.00221, -0.62118], [0.46521, 1.54036, 2.03844], [-1.74358, 3.88767, 2.93509], [-1.34355, 2.19470, -3.53806], [1.26103, 0.05223, 2.36598], [-2.73148, -0.61933, -7.37528], [-1.30024, 3.25811, -0.75898], [5.39346, -3.46525, 2.15370], [-3.71257, 1.71785, -7.03614], [-3.88066, -2.44139, 6.23272], [6.34617, -2.83167, -2.27359], [-1.64597, -1.39373, 5.86405], [5.81715, 0.19912, 1.46018], [-1.43975, 5.43241, 2.02274], [0.55727, 3.42827, 3.32465], [-0.91332, -0.77436, 3.52903], [-0.95897, 3.91953, 1.36111], [1.54631, -0.55350, 0.05054], [-5.88365, 1.85933, -1.87662], [-0.33017, -0.01265, 1.48249], [-4.48641, 0.35274, -0.98612], [8.04822, -0.81385, 1.11481]], "atomic_forces_ev_per_a": [[-1.196, -2.494, 1.003], [-2.533, -0.111, 3.529], [2.747, 2.896, -1.000], [0.690, 2.013, 0.959], [-1.910, 0.399, -0.687], [-0.817, -1.854, 0.358], [2.272, 1.053, 1.440], [1.688, 0.842, -0.442], [0.656, -0.329, 0.402], [0.545, -1.792, -1.214], [-0.546, -0.552, 1.841], [-0.740, 3.660, -0.112], [1.644, 0.334, -2.907], [-0.990, 2.278, -0.441], [1.004, 1.207, -1.130], [-1.608, -3.252, -1.802], [-2.648, 0.775, 1.569], [2.027, 0.816, 0.760], [1.966, -3.399, 0.125], [0.173, -0.690, 0.746], [-1.615, -0.667, -1.555], [0.731, 0.038, 0.049], [-0.422, 0.843, -0.834], [0.836, -1.615, 1.480], [-0.009, 1.023, 0.776], [1.142, -1.168, 0.636], [1.451, -0.174, 0.128], [-0.104, 1.240, 0.148], [-3.191, 0.026, -2.313], [-0.039, 0.955, -0.605], [0.467, -2.669, -2.117], [-0.137, -0.480, 0.369], [-0.905, -1.906, 0.686], [0.264, -0.923, -1.064], [0.406, 0.331, 0.396], [-1.403, -0.215, -0.014], [1.161, -0.467, 0.505], [1.455, 0.800, -0.015], [-0.628, -0.029, -0.507], [2.256, 0.823, 1.012], [1.121, 0.608, 0.936], [-0.073, 0.434, 0.392], [-1.114, 0.450, 0.162], [-0.029, -0.440, -0.203], [-1.470, 2.279, -0.203], [1.318, -0.531, -0.997], [0.940, 1.600, -1.408], [0.847, -0.856, 0.071], [1.687, 0.274, 0.038], [-2.369, -0.555, -2.280], [0.174, -0.490, -0.870], [-0.533, 1.725, -2.483], [-1.008, -0.387, 0.998], [-0.230, 0.099, -0.145], [0.274, 0.290, 0.284], [-0.020, -0.198, 0.417], [-0.262, -0.049, 0.609], [-0.153, 0.197, -0.102], [-0.233, -0.318, -0.293], [0.115, 0.100, 0.553], [0.071, -0.483, 0.307], [-1.218, 0.368, 0.187], [-0.576, 0.473, 0.226], [0.002, 0.284, -0.069], [0.009, -0.278, 0.007], [-0.387, -0.222, -0.356], [-0.414, -0.656, 0.155], [-0.474, 0.139, -0.328], [-0.342, 0.261, -0.115], [0.114, -0.187, 0.139], [-0.479, -0.302, 0.337], [0.231, 0.054, -0.214], [0.089, 0.276, 0.168], [-0.010, 0.338, 0.196], [-0.132, -0.311, -0.095], [-0.286, 0.090, -0.048], [0.435, -0.222, -0.022], [-0.201, -0.055, 0.364], [-0.215, -0.320, 0.539], [0.048, 0.137, 0.480], [-0.947, -0.550, 0.473], [-0.093, 0.133, 0.536], [-0.069, -0.321, -0.157], [1.193, -0.541, 0.738], [-0.171, 0.504, -0.077], [0.018, 0.107, 0.410], [0.780, -0.460, 0.274], [-0.099, -0.053, 0.313]]}